No. 1
Here is a 2-piece molecular cluster, C4H12 overall in a non-equilibrium geometry from the OMol25 dataset. Energies are from ωB97M-V/def2-TZVPD.

Values from the calculation:
LUMO energy: 1.124 eV
Relative energy (zero: lowest compared OMol25 entry of this formula, charge and spin): 30.0 kcal per mole
Kohn-Sham gap: 12.327 eV
DFT total energy: -159.53716 a.u.
Charge: 0

The geometry in XYZ format:
```
16
Properties=species:S:1:pos:R:3:lowdin_charge:R:1
C 1.70921 -0.89910 0.60481 -0.16
C 1.03127 -2.21585 1.23905 -0.15
C -1.07575 0.84937 -0.65142 -0.18
C -1.78766 2.13875 -1.25919 -0.17
H -1.80309 2.11615 -2.38583 0.06
H 0.92478 -0.15622 0.71673 0.00
H -0.17642 1.17610 -0.00380 0.06
H 0.58823 -2.74221 0.36000 0.06
H 2.17222 -0.84244 -0.41223 0.07
H -0.90807 0.09938 -1.43817 0.06
H -2.73029 2.51711 -0.97371 0.02
H 0.37690 -1.88913 2.00367 0.03
H -1.65732 0.35401 0.19063 0.07
H 2.54381 -0.60469 1.28337 0.06
H -1.02006 3.01696 -1.00605 0.09
H 1.81224 -2.91819 1.73213 0.08
```


No. 2
Here is C4H8I2N3O as an isolated structure in a non-equilibrium geometry from the OMol25 dataset. Energies are from ωB97M-V/def2-TZVPD.

Values from the calculation:
⟨S²⟩: 2.011
LUMO energy (alpha / beta): -3.635 / -5.018 eV
Kohn-Sham gap (alpha / beta): 7.049 / 7.386 eV
2S+1: 3
DFT total energy: -991.75390 a.u.
Charge: +1

The geometry in XYZ format:
```
18
Properties=species:S:1:pos:R:3:lowdin_spin:R:1
I 0.79488 -3.15890 -0.95444 0.10
I -1.93470 -2.11812 1.06045 0.12
O -1.10418 1.11564 -0.52672 0.27
N 0.82982 0.38965 0.47045 0.11
N 2.27928 1.53904 1.85802 0.00
N 0.25407 2.52026 1.20289 0.01
C -1.77148 -2.08301 -2.18914 0.08
C -1.07733 -2.21632 -0.85872 0.70
C 1.14245 1.55171 1.21822 0.02
C -0.25573 0.28611 -0.35004 0.53
H 2.84579 2.36933 2.16867 0.00
H 0.23686 3.35242 1.86388 0.00
H 1.25787 -0.54903 0.50012 0.01
H -2.67401 -1.43324 -2.19495 0.00
H -0.59028 2.30864 0.66698 0.01
H -2.25258 -3.00158 -2.52689 0.03
H 2.97171 0.83464 1.55737 0.00
H -0.95244 -1.70725 -2.96616 0.01
```


No. 3
Here is one molecule with the formula C6H5FO in a non-equilibrium geometry from the OMol25 dataset. Energies are from ωB97M-V/def2-TZVPD.

Values from the calculation:
LUMO energy: 0.190 eV
Relative energy (zero: lowest compared OMol25 entry of this formula, charge and spin): 62.8 kcal per mole
Kohn-Sham gap: 9.922 eV
DFT total energy: -406.59963 a.u.
Charge: 0

The geometry in XYZ format:
```
13
Properties=species:S:1:pos:R:3:lowdin_charge:R:1
F -0.25785 1.36821 -1.03978 0.08
O -0.54428 -0.23839 2.06059 0.12
C -2.19286 1.23322 0.28135 0.12
C -0.95833 0.91297 0.00182 -0.28
C -0.17027 -0.01501 0.94053 -0.37
C 1.65005 -1.69192 -1.76116 0.11
C 1.35735 -1.21978 -0.61494 -0.15
C 1.13099 -0.46102 0.54743 -0.18
H 1.70531 -0.93410 1.33434 0.14
H 2.07636 -2.01943 -2.79318 0.07
H -2.59635 0.76547 1.20158 0.10
H 1.61386 0.53633 0.24353 0.18
H -2.81397 1.76344 -0.40210 0.07
```


No. 4
Here is one molecule with the formula C2H2N4O in a non-equilibrium geometry from the OMol25 dataset. Energies are from ωB97M-V/def2-TZVPD.

Values from the calculation:
LUMO energy (alpha / beta): -1.370 / -1.369 eV
Relative energy (zero: lowest compared OMol25 entry of this formula, charge and spin): 115.2 kcal per mole
Kohn-Sham gap (alpha / beta): 6.788 / 6.790 eV
DFT total energy: -371.43670 a.u.
Charge: 0

The geometry in XYZ format:
```
9
Properties=species:S:1:pos:R:3:lowdin_charge:R:1
O -1.00502 -1.28910 2.06543 0.10
N 1.39580 1.15222 -0.43881 0.06
N -1.32291 -0.34304 1.45640 0.09
N -1.65262 -1.83720 -1.10738 0.19
N -0.39423 -0.12822 0.09923 -0.05
C -1.20005 -0.94493 -0.54977 -0.40
C 0.46686 0.31384 -0.69574 -0.24
H 1.50398 1.87087 0.30467 0.12
H 2.20818 1.20556 -1.13403 0.13
```


No. 5
Here is C9H13N2OS as an isolated structure in a non-equilibrium geometry from the OMol25 dataset. Energies are from ωB97M-V/def2-TZVPD.

Values from the calculation:
LUMO energy: -3.371 eV
Relative energy (zero: lowest compared OMol25 entry of this formula, charge and spin): 0.0 kcal per mole
Kohn-Sham gap: 8.248 eV
DFT total energy: -933.40710 a.u.
Charge: +1

The geometry in XYZ format:
```
26
Properties=species:S:1:pos:R:3:lowdin_charge:R:1
S 1.80687 -0.05904 1.41331 1.09
O -1.62692 0.94940 0.24277 0.13
N -0.52400 -2.33923 -1.63685 0.07
N 2.16048 1.01144 0.25504 -0.29
C -0.06272 -0.96327 -1.97944 -0.06
C -0.77385 3.12838 1.00446 -0.13
C -1.09076 -2.40980 -0.25839 -0.10
C 0.03241 -2.22319 0.75646 -0.15
C 0.31714 3.29671 2.03274 -0.09
C -1.22929 1.99442 0.60717 -0.21
C 0.79619 -0.99872 0.38866 -0.48
C 1.57779 0.73155 -0.87762 -0.20
C 0.77427 -0.42634 -0.86185 -0.27
H -0.39644 -2.12294 1.75451 0.14
H 0.33746 2.45618 2.72101 0.06
H -1.22311 -2.64695 -2.31967 0.19
H 0.50310 -0.98941 -2.91390 0.15
H -1.58678 -3.37091 -0.12197 0.14
H 0.14462 4.20923 2.59726 0.08
H 1.73697 1.37758 -1.72216 0.13
H -0.93965 -0.32395 -2.12426 0.15
H -1.17695 4.02631 0.56370 0.12
H 0.28131 -2.97618 -1.68706 0.20
H 1.28745 3.36756 1.54226 0.07
H 0.69308 -3.09678 0.77600 0.13
H -1.81868 -1.60206 -0.15219 0.14
```